Computed, not measured: a structure of composition BH5N2O9P in a non-equilibrium geometry, with the ωB97M-V functional and the def2-TZVPD basis.

XYZ file:
```
18
Properties=species:S:1:pos:R:3:nbo_charge:R:1
N 2.62 -0.92 0.54 -0.5484
O 2.73 0.13 -0.40 -0.6679
P 2.08 1.49 0.16 2.5506
O 2.96 2.15 1.09 -1.1156
O 1.86 2.37 -1.13 -0.9759
O 0.67 1.24 0.87 -0.9563
B -0.25 0.49 0.13 1.2877
O -1.44 0.16 0.70 -0.8942
O 0.04 0.08 -1.16 -0.9520
H 2.92 -1.76 0.07 0.3583
H 3.18 -0.72 1.36 0.3616
H 1.21 1.92 -1.70 0.5190
H -1.36 -0.77 0.98 0.5179
H 0.15 -0.88 -1.11 0.5110
N -4.34 -1.24 -0.10 0.7114
O -3.40 -2.03 0.17 -0.6060
O -5.38 -1.25 0.59 -0.5526
O -4.23 -0.46 -1.06 -0.5485
```

Strongest force on any atom, eV/A: 1.801
Orbital gap, eV: 6.7
LUMO level, eV: 2.431
HOMO energy, eV: -4.304
Total energy, eV: -31457.2625
Total charge: -1

=====

Computed, not measured: a cluster of 7 separate species, C26H57ClN11O10S in total in a non-equilibrium geometry, with the ωB97M-V functional and the def2-TZVPD basis.

XYZ file:
```
106
Properties=species:S:1:pos:R:3:lowdin_charge:R:1
C -2.50 -0.14 4.60 -0.0567
C -2.05 -0.30 3.15 -0.2371
O -1.22 -1.50 3.05 -0.1205
N -0.85 -1.70 1.75 0.0729
C 0.17 -1.07 1.18 -0.2969
N 0.49 -1.21 -0.13 0.2367
C 1.53 -0.40 -0.34 -0.3052
N 2.23 -0.24 -1.53 0.0029
C 2.25 -1.51 -2.33 -0.0069
C 1.77 0.84 -2.41 -0.5011
C 0.31 1.18 -2.46 0.0185
O 2.55 1.34 -3.10 0.1670
N 1.90 0.25 0.80 -0.0291
C 2.95 1.21 1.02 -0.1667
S 2.46 2.86 0.40 0.6972
O 3.29 3.21 -0.71 -0.3034
O 2.28 3.74 1.52 -0.3306
N 1.03 -0.20 1.79 -0.3584
Cl 1.14 0.32 3.37 0.9291
H -2.11 0.79 5.03 0.0747
H -2.17 -0.97 5.24 0.0910
H -3.59 -0.05 4.63 0.0705
H -1.47 0.58 2.81 0.0589
H -2.90 -0.41 2.46 0.1278
H -1.42 -2.32 1.19 0.1848
H 2.69 -2.31 -1.73 0.1006
H 1.24 -1.79 -2.66 0.0982
H 2.88 -1.32 -3.20 0.0978
H -0.24 1.01 -1.53 0.0697
H -0.16 0.57 -3.26 0.1096
H 0.23 2.23 -2.77 0.1024
H 3.89 0.90 0.53 0.0825
H 3.10 1.35 2.09 0.0877
H 1.20 2.56 -0.06 0.0730
C -1.88 3.75 1.27 -0.3583
O -2.04 2.54 1.30 -0.0202
N -2.19 4.54 0.23 -0.1877
C -1.96 5.97 0.25 -0.0432
C -2.80 3.94 -0.94 -0.0290
H -1.44 4.31 2.12 0.1404
H -2.90 6.51 0.14 0.0938
H -1.28 6.26 -0.56 0.0934
H -1.50 6.26 1.20 0.0878
H -3.74 3.45 -0.68 0.0967
H -2.14 3.18 -1.37 0.0747
H -2.99 4.71 -1.68 0.0919
C -5.35 2.16 5.71 -0.3255
O -4.37 1.63 6.21 -0.0102
N -5.27 3.06 4.71 -0.1845
C -6.46 3.63 4.09 -0.0492
C -3.95 3.48 4.27 -0.0406
H -6.38 1.93 6.02 0.1302
H -6.48 3.40 3.02 0.0893
H -6.48 4.71 4.22 0.0881
H -7.34 3.20 4.56 0.0531
H -3.37 2.62 3.92 0.0678
H -3.42 3.94 5.10 0.0985
H -4.05 4.20 3.46 0.0800
C -9.39 2.67 6.94 -0.3390
O -9.04 2.47 5.78 -0.0147
N -9.81 3.85 7.41 -0.1937
C -10.22 4.03 8.79 -0.0525
C -9.86 4.99 6.51 -0.0341
H -9.39 1.87 7.69 0.1371
H -11.26 4.35 8.84 0.0920
H -9.59 4.77 9.28 0.0914
H -10.13 3.08 9.32 0.0843
H -10.52 4.78 5.67 0.0956
H -8.86 5.20 6.11 0.0854
H -10.22 5.86 7.05 0.0878
C 5.59 0.87 -1.42 -0.3266
O 5.55 0.89 -0.19 -0.0347
N 6.46 0.17 -2.14 -0.1685
C 6.47 0.19 -3.59 -0.0308
C 7.45 -0.66 -1.45 -0.0246
H 4.89 1.46 -2.03 0.1194
H 6.30 -0.82 -3.97 0.0648
H 7.43 0.55 -3.95 0.0995
H 5.68 0.85 -3.95 0.0872
H 6.95 -1.40 -0.83 0.0914
H 8.07 -0.04 -0.80 0.0955
H 8.07 -1.16 -2.19 0.0812
C 7.04 -3.99 -3.66 -0.3491
O 7.58 -3.03 -4.18 -0.0043
N 5.83 -4.46 -4.00 -0.1855
C 5.23 -5.61 -3.34 -0.0494
C 5.10 -3.80 -5.07 -0.0351
H 7.51 -4.56 -2.84 0.1352
H 5.03 -6.40 -4.07 0.0792
H 4.28 -5.32 -2.88 0.0882
H 5.89 -5.99 -2.57 0.0837
H 5.67 -3.82 -5.99 0.0970
H 4.92 -2.75 -4.81 0.0736
H 4.14 -4.31 -5.22 0.0653
C 3.26 -6.59 -6.88 -0.3503
O 2.87 -6.33 -5.75 -0.0142
N 3.34 -7.83 -7.39 -0.1948
C 3.81 -8.08 -8.74 -0.0518
C 2.93 -8.95 -6.56 -0.0353
H 3.58 -5.80 -7.59 0.1351
H 3.03 -8.57 -9.33 0.0922
H 4.69 -8.71 -8.73 0.0922
H 4.06 -7.13 -9.22 0.0838
H 1.89 -8.84 -6.26 0.0939
H 3.54 -8.99 -5.66 0.0907
H 3.06 -9.87 -7.12 0.0882
```

Strongest force on any atom, eV/A: 3.350
Orbital gap, eV: 8.1
LUMO level, eV: -2.670
HOMO energy, eV: -10.726
Total energy, eV: -88100.0992
Total charge: +1

=====

Computed, not measured: a cluster of 2 separate species, C9H13NO2 in total in a non-equilibrium geometry, with the ωB97M-V functional and the def2-TZVPD basis.

XYZ file:
```
25
Properties=species:S:1:pos:R:3:nbo_charge:R:1
C -0.29 -2.45 3.87 -0.7135
C 0.07 -2.74 2.44 0.6733
O 0.04 -1.91 1.54 -0.6152
N 0.35 -4.05 2.20 -0.8248
H -0.12 -1.41 4.14 0.2427
H 0.26 -3.11 4.51 0.2120
H 0.40 -4.42 1.27 0.4044
H 0.24 -4.72 2.94 0.3853
H -1.36 -2.60 4.00 0.2371
C -1.56 3.56 -1.26 -0.6329
C 1.17 0.34 -2.03 0.2681
C 1.39 1.60 -2.57 -0.2521
C 0.02 0.09 -1.32 -0.2379
C 0.51 2.64 -2.34 -0.1981
C -0.88 1.13 -1.08 -0.2013
C -0.62 2.41 -1.54 -0.0336
O 2.03 -0.69 -2.36 -0.7112
H 2.77 -0.75 -1.74 0.4820
H 2.25 1.75 -3.18 0.2152
H -0.22 -0.87 -0.93 0.2375
H 0.63 3.65 -2.72 0.2079
H -1.81 0.93 -0.55 0.2098
H -2.23 3.87 -2.05 0.2196
H -0.96 4.41 -0.92 0.2128
H -2.08 3.34 -0.33 0.2131
```

Strongest force on any atom, eV/A: 1.384
Orbital gap, eV: 9.2
LUMO level, eV: 0.754
Energy relative to the best compared isomer or geometry (same formula, charge and spin), kcal/mol: 9.2
HOMO energy, eV: -8.469
Total energy, eV: -15129.2312
Total charge: 0

=====

Computed, not measured: a cluster of 2 separate species, C5H13NO in total in a non-equilibrium geometry, with the ωB97M-V functional and the def2-TZVPD basis.

XYZ file:
```
20
Properties=species:S:1:pos:R:3:nbo_charge:R:1
C 2.14 -0.42 -0.70 -0.6039
O 1.67 2.12 -0.15 -0.9851
C 1.07 -0.86 0.27 -0.3693
C -0.39 -1.23 -0.40 -0.5277
C -1.19 -0.11 -0.73 0.0371
C -1.65 0.90 0.24 -0.3387
N -2.02 0.43 1.59 -0.8088
H 3.02 -1.00 -0.44 0.1974
H 1.91 -0.46 -1.77 0.1996
H 1.91 1.13 -0.53 0.4397
H 0.92 -0.05 1.00 0.2137
H 1.41 -1.75 0.81 0.1950
H -0.73 -1.82 0.45 0.2756
H -0.01 -1.91 -1.16 0.2431
H -1.58 -0.11 -1.74 0.2055
H 0.91 2.36 -0.68 0.4384
H -2.46 1.52 -0.13 0.2199
H -0.80 1.54 0.49 0.2609
H -1.29 -0.13 2.04 0.3582
H -2.84 -0.17 1.54 0.3494
```

Strongest force on any atom, eV/A: 2.704
Orbital gap, eV: 5.1
LUMO level, eV: -1.931
Energy relative to the best compared isomer or geometry (same formula, charge and spin), kcal/mol: 148.8
HOMO energy, eV: -6.993
Total energy, eV: -8927.5567
Total charge: 0

=====

Computed, not measured: a structure of composition C17H25N2ReS in a non-equilibrium geometry, with the ωB97M-V functional and the def2-TZVPD basis.

XYZ file:
```
46
Properties=species:S:1:pos:R:3:mulliken_spin:R:1
C 3.46 0.21 -0.55 0.7926
C 3.76 -0.84 -1.58 0.0011
C 3.98 1.58 -0.96 0.0427
C 4.04 -0.19 0.79 0.0040
H 5.09 1.61 -0.91 0.0109
H 3.60 2.36 -0.30 0.0005
H 3.70 1.84 -1.98 -0.0004
H 4.82 -1.15 -1.57 0.0272
H 3.53 -0.47 -2.58 0.0010
H 3.15 -1.73 -1.38 0.0023
H 5.13 -0.36 0.73 0.0140
H 3.57 -1.12 1.13 -0.0011
H 3.86 0.58 1.53 0.0068
C -1.12 0.43 -1.81 -0.0144
C -0.20 1.54 -1.87 0.0049
C 1.07 1.03 -2.26 -0.0479
H -0.44 2.59 -1.74 0.0065
C 0.92 -0.39 -2.52 0.1732
C -0.44 -0.72 -2.29 0.0585
H -0.88 -1.70 -2.50 0.0070
H -2.17 0.50 -1.57 -0.0047
H 1.96 1.62 -2.43 0.0117
H 1.69 -1.07 -2.85 0.0366
C -0.14 -0.11 1.80 0.0610
C -0.85 0.96 1.16 -0.0125
C 0.09 1.97 0.79 -0.0308
H -1.93 1.01 1.05 -0.0046
C 1.40 1.50 1.14 -0.0336
C 1.24 0.20 1.78 0.1675
H 2.03 -0.40 2.19 0.0366
H -0.58 -0.97 2.28 -0.0077
H -0.12 2.95 0.39 -0.0033
H 2.31 2.07 1.08 0.0125
Re 0.54 0.21 -0.28 1.4766
S -0.28 -2.53 0.16 0.2284
C -1.99 -2.64 -0.10 -0.0424
N -2.93 -1.67 -0.14 0.0017
C -4.23 -2.15 -0.58 -0.0005
C -3.99 -3.65 -0.76 0.0029
N -2.59 -3.80 -0.40 0.0077
H -2.78 -0.71 0.18 0.0028
H -4.51 -1.71 -1.54 0.0003
H -5.00 -1.91 0.15 0.0003
H -4.15 -3.96 -1.78 0.0004
H -4.63 -4.24 -0.09 -0.0003
H -2.05 -4.66 -0.51 0.0040
```

Strongest force on any atom, eV/A: 3.487
Orbital gap (alpha / beta), eV: 7.1 / 7.2
LUMO level (alpha / beta), eV: -2.237 / -4.291
Spin multiplicity: 4
HOMO energy (alpha / beta), eV: -9.289 / -11.458
<S²>: 3.768
Total energy, eV: -33970.3046
Total charge: +1

=====

Computed, not measured: the ion C5H8N with charge +1 in a non-equilibrium geometry, with the ωB97M-V functional and the def2-TZVPD basis.

XYZ file:
```
14
Properties=species:S:1:pos:R:3:nbo_charge:R:1
C 1.64 -0.68 -0.22 0.1775
C 0.39 -0.40 -0.46 -0.2191
C 2.68 -0.10 0.30 -0.3829
C -0.06 1.01 -0.19 -0.3800
C -1.01 -0.08 -0.73 -0.0761
N -1.94 -0.60 0.36 -0.7039
H 2.57 0.09 1.29 0.2241
H 3.60 -0.15 -0.24 0.2495
H -0.35 1.38 0.75 0.2048
H 0.03 1.77 -0.92 0.2379
H -1.32 -0.13 -1.81 0.2810
H -2.56 -1.28 -0.10 0.4633
H -2.34 0.25 0.89 0.4643
H -1.34 -1.07 1.08 0.4596
```

Strongest force on any atom, eV/A: 3.898
Orbital gap, eV: 9.1
LUMO level, eV: -3.861
Energy relative to the best compared isomer or geometry (same formula, charge and spin), kcal/mol: 122.7
HOMO energy, eV: -13.010
Total energy, eV: -6792.7694
Total charge: +1